Molecular formula: C26H27AlBrO10S2
Method: DFT, ωB97M-V/def2-TZVPD

Its spin multiplicity is 1. For the total energy, the calculation gives -146186.888 eV. The charge is -1. The value obtained for the HOMO energy is -5.53 eV. For the largest force on an atom, the calculation gives 0.8 eV Å⁻¹. The HOMO-LUMO gap is 5.2 eV. As for the molecular weight: 670.51 g mol⁻¹.

The geometry in XYZ format:
```
67
Properties=species:S:1:pos:R:3:forces:R:3
C -1.2992 -6.9127 -2.4008 0.395 0.073 -0.636
C -2.5002 -6.4180 -3.1506 -0.256 -0.266 0.188
O -3.6261 -6.7147 -2.8447 -0.041 0.167 -0.088
O -2.1846 -5.6549 -4.2156 0.042 0.250 0.220
C -2.9986 -4.5012 -4.4269 0.014 0.120 -0.237
C -2.3770 -3.2418 -3.7998 0.195 -0.421 0.239
O -1.3082 -3.4789 -2.9110 -0.099 0.584 0.235
Al -1.1119 -1.8172 -2.1664 -0.142 -0.073 -0.042
S 0.5726 -0.7370 -3.2746 0.110 0.091 0.046
C -0.8252 -1.6766 -0.1991 0.157 0.241 -0.133
C -1.8452 -0.8147 0.5853 -0.238 -0.176 -0.037
C -2.6621 -1.5807 1.6282 0.044 0.234 0.024
Br -4.5916 -1.1814 1.5486 0.104 -0.096 0.076
O -2.7735 -1.2361 -2.6867 0.307 -0.333 0.430
C -3.3980 -2.4235 -2.9890 0.008 -0.236 -0.054
S -3.7439 -3.4536 -1.4416 -0.025 -0.152 0.182
H -1.2487 -7.9949 -2.4792 -0.127 -0.158 0.264
H -0.3943 -6.4995 -2.8325 0.089 0.132 0.032
H -1.3838 -6.5852 -1.3724 -0.086 -0.089 0.192
H -4.0074 -4.6515 -4.0532 -0.049 -0.286 0.230
H -3.0786 -4.3626 -5.5017 0.092 -0.078 -0.153
H -1.9607 -2.6097 -4.5925 -0.459 0.183 -0.343
H 0.0112 -0.5342 -4.4720 -0.133 -0.108 0.001
H -0.7585 -2.6859 0.2119 -0.071 -0.142 0.139
H 0.1478 -1.2187 -0.0104 0.223 -0.146 -0.114
H -2.5424 -0.3189 -0.0840 -0.066 0.026 -0.166
H -1.3189 -0.0286 1.1212 0.086 0.166 -0.019
H -2.5451 -2.6530 1.5479 -0.264 -0.188 -0.198
H -2.4021 -1.2817 2.6337 0.073 -0.008 0.141
H -4.4005 -2.3325 -3.4092 0.069 0.361 -0.440
H -5.0223 -3.7855 -1.6718 -0.025 0.209 -0.087
C 2.4041 1.9406 -1.8038 0.099 0.013 -0.126
C 3.2869 2.7548 -2.3828 -0.030 -0.013 0.045
C 3.9015 3.8865 -1.6545 0.026 0.014 -0.047
O 4.7042 4.6310 -2.1856 -0.009 0.002 0.012
C 3.5008 4.0871 -0.2417 -0.012 -0.014 0.031
C 2.6226 3.2831 0.3487 0.012 0.016 0.008
C 2.0047 2.1437 -0.3851 -0.042 -0.050 -0.018
O 1.2089 1.4172 0.1666 0.043 0.013 0.002
H 1.9474 1.1126 -2.3456 -0.041 0.114 0.212
H 3.5943 2.6294 -3.4137 0.008 0.008 -0.001
H 3.9615 4.9198 0.2744 0.014 0.002 -0.015
H 2.3162 3.4178 1.3783 -0.045 -0.003 -0.012
C 3.5570 8.9188 0.4389 0.014 -0.042 0.023
C 3.3795 7.7663 1.0780 0.009 0.036 -0.012
C 2.0222 7.2001 1.2821 -0.034 -0.034 -0.019
O 1.8575 6.1499 1.8635 0.050 0.004 0.049
C 0.8711 7.9671 0.7433 -0.017 0.049 -0.023
C 1.0489 9.1200 0.1044 -0.015 -0.043 0.020
C 2.4055 9.6872 -0.0980 0.000 0.024 -0.022
O 2.5682 10.7388 -0.6786 0.000 0.011 0.013
H 4.5366 9.3501 0.2780 -0.011 0.019 -0.026
H 4.2050 7.1904 1.4770 -0.015 -0.016 0.014
H -0.1078 7.5325 0.9003 0.015 -0.033 0.012
H 0.2248 9.6958 -0.2967 0.020 0.020 -0.019
C 0.1085 -1.8582 5.6678 0.008 -0.017 0.057
C 0.3655 -2.7646 6.6066 -0.012 0.044 -0.030
C 0.7400 -4.1567 6.2516 0.004 -0.032 0.001
O 0.9737 -4.9814 7.1107 0.008 0.006 0.012
C 0.8170 -4.4999 4.8106 -0.007 0.027 -0.031
C 0.5607 -3.5946 3.8698 0.023 -0.074 0.022
C 0.1881 -2.2014 4.2245 -0.002 -0.038 -0.093
O -0.0430 -1.3813 3.3665 0.035 0.099 0.079
H -0.1679 -0.8380 5.9019 -0.006 0.009 -0.036
H 0.3148 -2.5380 7.6640 0.005 -0.035 0.010
H 1.0902 -5.5207 4.5761 -0.004 -0.010 0.029
H 0.6076 -3.8202 2.8116 -0.020 0.047 -0.014
```
Positions in Å, forces in eV/Å.